No. 1
125
Properties=species:S:1:pos:R:3:forces:R:3:mulliken_charge:R:1 method="wB97M-V/def2-TZVPD" e_tot_ev=-216366.77255 e_homo_ha=-0.38682 molar_mass_g_mol=1580.4 smiles="FC(F)C(F)(F)COC(F)(F)C(F)F.FC(F)C(F)(F)COC(F)(F)C(F)F.FC(F)C(F)(F)COC(F)(F)C(F)F.FC(F)C(F)(F)COC(F)(F)C(F)F.FC(F)C(F)(F)COC(F)(F)C(F)F.FC(F)C(F)(F)COC(F)(F)C(F)F.C[C@H](Cl)C[PH2](Cl)N=C=O" orbital_gap_ev=9.7
F 5.337397 -2.151990 -0.908845 0.463 -0.307 -0.110 -0.18
C 5.883078 -3.363663 -1.161091 0.158 -0.320 0.159 0.14
F 7.187582 -3.274950 -0.784026 0.226 -0.203 -0.398 -0.35
C 5.772924 -3.757888 -2.627466 0.216 0.391 -1.015 0.82
F 6.465794 -2.900817 -3.424886 -0.139 -0.118 0.372 -0.28
F 6.375532 -4.978787 -2.787100 -0.290 0.174 0.487 -0.34
C 4.337124 -3.889750 -3.156625 -0.544 -0.716 -0.642 -0.71
O 3.820552 -2.758519 -3.862125 0.027 1.225 1.486 -0.41
C 3.254136 -1.734589 -3.045925 -0.508 -2.064 -0.252 0.79
F 3.149315 -2.185266 -1.772389 -0.352 0.746 -0.535 -0.25
F 1.978526 -1.571979 -3.489626 0.612 0.411 -0.016 -0.32
C 4.011826 -0.405578 -3.149566 0.609 0.822 -0.030 0.19
F 5.310501 -0.541036 -2.775162 -0.526 -0.069 -0.326 -0.21
F 3.468947 0.534171 -2.331060 -0.209 -0.497 -0.170 -0.20
H 5.403872 -4.103712 -0.512495 0.135 0.018 -0.808 0.36
H 4.355696 -4.688693 -3.906799 0.217 0.281 0.035 0.43
H 3.638598 -4.251564 -2.391991 0.314 0.278 0.012 0.34
H 3.994905 -0.022490 -4.175213 -0.147 -0.213 0.043 0.20
F 4.359080 -2.176002 4.405723 0.013 0.348 0.439 -0.19
C 4.891972 -1.581187 5.497405 -1.090 0.274 0.247 0.08
F 4.159410 -0.453741 5.707163 0.359 0.018 0.073 -0.28
C 6.364142 -1.239383 5.313865 0.822 0.516 -0.662 0.92
F 6.542370 -0.335021 4.313425 -0.318 -0.331 0.296 -0.26
F 6.803082 -0.618618 6.454565 -0.422 -0.439 -0.014 -0.34
C 7.283971 -2.445539 5.072984 1.007 -0.316 0.339 -0.74
O 7.616339 -2.720608 3.709852 -1.833 -0.438 -0.591 -0.38
C 6.665077 -3.507475 2.994741 1.276 -0.365 1.669 0.49
F 5.746850 -3.996441 3.862933 0.217 -0.241 -0.857 -0.27
F 7.351810 -4.586704 2.531973 -0.420 0.574 -0.291 -0.31
C 6.033815 -2.752306 1.819013 -0.026 1.130 -0.276 0.50
F 5.391156 -1.629932 2.234164 0.416 -0.522 -0.135 -0.24
F 5.106171 -3.517585 1.185277 -0.088 -0.317 1.478 -0.30
H 4.739743 -2.236498 6.360759 0.200 -0.015 -0.021 0.26
H 8.244961 -2.200212 5.539599 -0.200 0.193 -0.225 0.41
H 6.946356 -3.344551 5.603368 -0.194 0.294 -0.212 0.32
H 6.794093 -2.454993 1.089234 -0.011 -0.162 0.416 0.26
F -6.572510 2.734283 1.910706 0.498 -0.554 0.001 -0.25
C -6.026828 1.522610 1.658459 0.106 0.316 0.925 -0.02
F -4.722325 1.611324 2.035525 -0.170 0.237 -0.519 -0.35
C -6.136983 1.128386 0.192085 -0.029 0.418 -1.039 0.98
F -5.444113 1.985457 -0.605335 -0.167 -0.122 0.478 -0.31
F -5.534376 -0.092514 0.032452 -0.219 0.315 0.723 -0.20
C -7.572784 0.996524 -0.337075 -0.588 -0.703 -0.689 -0.80
O -8.089356 2.127754 -1.042575 0.103 1.180 1.519 -0.44
C -8.655771 3.151684 -0.226374 -0.626 -2.008 -0.373 0.72
F -8.760592 2.701008 1.047162 -0.350 0.724 -0.482 -0.27
F -9.931382 3.314293 -0.670074 0.697 0.403 0.080 -0.30
C -7.898082 4.480696 -0.330016 0.576 0.843 -0.049 0.18
F -6.599407 4.345238 0.044388 -0.495 -0.085 -0.318 -0.19
F -8.440960 5.420445 0.488492 -0.195 -0.532 -0.174 -0.27
H -6.506036 0.782561 2.307057 -0.047 -0.063 -0.155 0.36
H -7.554212 0.197580 -1.087248 0.214 0.254 0.044 0.40
H -8.271309 0.634709 0.427559 0.319 0.254 0.002 0.40
H -7.915002 4.863783 -1.355662 -0.152 -0.224 0.055 0.26
F 4.116902 7.415133 -2.320729 -0.117 -0.086 0.502 -0.21
C 3.833952 6.642788 -1.246966 -0.555 0.916 0.451 0.11
F 3.953927 7.451679 -0.159271 0.129 -0.352 0.037 -0.28
C 4.764989 5.443854 -1.130650 0.993 -0.452 0.011 0.86
F 6.054001 5.833681 -0.938290 -0.438 0.139 -0.077 -0.29
F 4.419519 4.743563 -0.003949 -0.365 0.323 -0.371 -0.32
C 4.706002 4.461202 -2.309564 -0.077 -1.121 -0.064 -0.67
O 5.719688 4.613310 -3.306340 -0.485 1.813 -0.674 -0.43
C 5.446955 5.586761 -4.313046 -0.970 -1.888 0.662 0.77
F 4.161336 5.999271 -4.198994 0.688 0.075 -0.701 -0.27
F 5.521434 4.923209 -5.498223 0.351 0.566 0.301 -0.29
C 6.450097 6.746393 -4.304896 0.635 0.757 0.207 0.19
F 6.451944 7.396247 -3.112098 0.080 -0.464 -0.458 -0.21
F 6.137745 7.672380 -5.249771 -0.203 -0.501 0.037 -0.26
H 2.786996 6.329676 -1.308870 0.098 -0.194 -0.040 0.28
H 4.887859 3.464490 -1.891341 0.160 0.286 0.048 0.44
H 3.703532 4.392073 -2.749780 0.211 0.291 0.149 0.36
H 7.467056 6.387661 -4.494894 -0.204 -0.180 -0.025 0.23
F -6.419606 -5.668263 -1.917704 0.282 -0.453 -0.084 -0.20
C -5.378395 -6.445227 -2.294205 -0.821 -0.919 -0.070 0.09
F -5.603430 -7.669088 -1.743475 0.384 0.179 -0.032 -0.28
C -4.038946 -5.886691 -1.834079 0.627 0.387 0.881 0.86
F -3.958583 -5.845643 -0.476738 -0.267 -0.080 -0.452 -0.27
F -3.055263 -6.752901 -2.235652 -0.503 0.124 -0.308 -0.34
C -3.683900 -4.504628 -2.402204 0.928 0.458 -0.414 -0.81
O -3.959372 -3.386600 -1.554626 -1.928 -0.156 0.022 -0.24
C -5.295229 -2.889047 -1.612679 1.604 -0.176 -1.418 0.59
F -5.947860 -3.480396 -2.642420 -0.171 0.775 0.531 -0.31
F -5.185667 -1.574926 -1.946710 -0.214 -0.549 0.311 -0.22
C -6.037553 -3.023890 -0.277808 -0.193 -0.359 1.019 0.69
F -6.111845 -4.319556 0.123206 0.212 0.616 -0.198 -0.24
F -7.317015 -2.576347 -0.380182 0.260 0.162 -0.386 -0.27
H -5.407836 -6.564629 -3.381801 0.163 0.116 0.018 0.28
H -2.594422 -4.489373 -2.521452 -0.186 -0.096 0.288 0.44
H -4.070258 -4.355526 -3.418083 -0.163 -0.170 0.341 0.33
H -5.534173 -2.455225 0.511002 0.095 -0.014 -0.269 -0.10
F -3.043045 -1.172002 6.426232 0.099 0.248 0.475 -0.18
C -2.329906 -0.433045 7.306529 -0.652 -0.512 0.834 0.07
F -3.199843 -0.076226 8.290230 0.271 0.253 -0.119 -0.28
C -1.709984 0.799992 6.663789 -0.110 0.913 -0.655 0.91
F -2.664840 1.651246 6.201042 0.114 -0.441 0.216 -0.27
F -1.036612 1.494216 7.635302 -0.063 -0.598 -0.016 -0.33
C -0.706217 0.508461 5.538451 0.990 0.413 -0.325 -0.74
O -1.214762 0.592438 4.204813 -1.279 -1.475 0.169 -0.34
C -1.856135 -0.585745 3.719045 2.006 0.420 0.574 0.57
F -1.639708 -1.602756 4.587858 -0.272 0.001 -0.853 -0.29
F -1.194989 -0.922794 2.578967 -0.752 0.204 0.225 -0.22
C -3.342377 -0.368535 3.410810 -0.461 0.451 -0.109 0.69
F -4.027232 0.032457 4.513199 0.294 0.002 -0.472 -0.26
F -3.929317 -1.519328 2.987751 0.343 -0.109 -0.037 -0.27
H -1.566163 -1.072429 7.760262 0.113 0.122 -0.114 0.27
H 0.051803 1.298679 5.587197 -0.346 0.019 -0.004 0.43
H -0.143496 -0.418182 5.706352 -0.388 0.111 0.046 0.31
H -3.475732 0.393163 2.635552 0.504 -0.444 0.328 0.01
C -2.488975 0.929849 -1.139128 -0.430 -1.034 0.228 -0.84
C -1.461860 0.057208 -2.072525 -1.079 0.102 -0.354 0.59
Cl -0.023148 -0.490183 -1.035883 -1.069 0.386 -0.675 -0.09
C -0.891667 0.836375 -3.397484 1.620 -1.745 -0.194 -0.44
P -1.195554 2.721461 -3.425128 0.522 0.564 0.128 0.35
Cl 0.847440 3.045348 -2.782119 0.637 0.359 0.299 -0.34
N -2.904483 2.571220 -3.913368 -1.481 -1.764 -9.473 -0.44
C -3.017935 2.237657 -5.265257 -1.145 -5.235 0.599 0.55
O -3.199657 1.468551 -6.374727 1.451 6.699 8.453 -0.47
H -2.029542 1.940637 -0.728022 -0.894 -2.204 -1.049 0.24
H -2.794422 0.274861 -0.189550 0.787 1.391 -2.137 0.15
H -3.478573 1.087738 -1.763314 2.129 -0.031 1.295 0.23
H -1.984361 -0.938536 -2.472758 1.101 2.290 1.182 -0.04
H -1.269766 0.260389 -4.361066 0.368 1.631 1.894 0.32
H 0.291945 0.685535 -3.395490 -2.750 0.411 -0.016 0.06
H -0.891914 3.569791 -4.585554 -0.088 -0.959 1.210 0.12
H -1.618232 3.465148 -2.231906 0.423 -0.907 -1.326 0.11

---

No. 2
17
Properties=species:S:1:pos:R:3:forces:R:3:mulliken_charge:R:1 method="wB97M-V/def2-TZVPD" de_lowest_kj_mol=323.1 e_tot_ev=-8427.89152 e_homo_ha=-0.31469 molar_mass_g_mol=98.1 orbital_gap_ev=9.6
C -2.191764 0.170243 -0.013573 -0.192 -0.277 0.144 -1.17
C -1.050283 -0.261360 0.695503 -0.214 -0.084 -0.091 0.33
C -0.167063 -1.353598 0.161122 -0.069 0.031 -0.030 -0.63
C 1.312950 -1.063685 0.025981 0.107 0.127 -0.044 -0.40
C 1.873180 0.115344 -0.228650 -0.068 -0.140 0.066 -0.29
C 1.144908 1.426571 -0.351937 0.216 0.052 -0.060 -0.35
O -0.136755 1.364335 0.213123 -0.094 0.065 -0.142 -0.56
H -3.008335 0.629336 0.537724 0.135 -0.048 -0.064 0.32
H -2.473068 -0.384100 -0.906952 0.061 0.058 0.115 0.26
H -1.230462 1.163160 -0.329104 0.355 0.064 0.138 0.41
H -0.953963 -0.051050 1.757044 -0.010 -0.013 -0.151 0.23
H -0.550342 -1.673918 -0.817481 0.042 0.072 0.116 0.27
H -0.300422 -2.216604 0.827078 0.025 0.117 -0.055 0.35
H 1.954703 -1.941871 0.075385 -0.073 0.145 -0.003 0.33
H 2.952500 0.162640 -0.366291 -0.151 -0.020 0.012 0.34
H 1.737662 2.214879 0.138705 -0.070 -0.124 -0.072 0.30
H 1.086549 1.699681 -1.417677 0.000 -0.025 0.123 0.25

---

No. 3
17
Properties=species:S:1:pos:R:3:forces:R:3:mulliken_charge:R:1 method="wB97M-V/def2-TZVPD" de_lowest_kj_mol=375.7 e_tot_ev=-8427.34630 e_homo_ha=-0.28682 molar_mass_g_mol=98.1 orbital_gap_ev=7.5
C -0.442233 0.915288 -1.431574 0.011 0.023 0.053 -0.31
C 0.376985 1.323437 -0.213113 0.184 0.048 -0.195 -0.50
O -0.414879 1.090644 0.988323 0.031 -0.275 0.252 -0.32
C -0.230813 0.065527 1.768514 -0.062 0.248 -0.066 -0.11
C 0.671736 -0.990043 1.750773 0.077 -0.051 -0.149 0.26
C 1.568078 -1.237917 0.700977 -0.002 -0.240 0.364 -1.02
C -0.903702 -0.542520 -1.399657 -0.153 -0.235 -0.037 -1.00
H 0.195316 1.083678 -2.307015 -0.079 0.033 0.075 0.30
H -1.301605 1.588393 -1.530391 0.067 -0.085 0.046 0.30
H 1.300191 0.740969 -0.138370 -0.220 0.189 -0.040 0.44
H 0.558847 2.404812 -0.200048 -0.037 -0.263 -0.026 0.27
H -0.963022 0.100000 2.577875 0.122 0.038 -0.032 0.35
H -1.343238 -0.796689 -0.420731 0.086 0.065 -0.431 0.23
H 0.547923 -1.627697 2.633445 0.000 0.029 -0.120 0.32
H 2.114660 -2.170360 0.949505 -0.066 0.203 -0.015 0.18
H -1.677776 -0.723882 -2.165597 0.362 0.065 0.267 0.35
H -0.056467 -1.223638 -1.562915 -0.323 0.207 0.055 0.25

---

No. 4
9
Properties=species:S:1:pos:R:3:forces:R:3:mulliken_charge:R:1 method="wB97M-V/def2-TZVPD" de_lowest_kj_mol=0.0 e_tot_ev=-60560.79502 e_homo_ha=-0.30699 molar_mass_g_mol=194.4 smiles="[PH2]#P(Cl)[PH]#P=S" orbital_gap_ev=6.7
P -2.373205 -0.379902 -0.377761 -0.006 -2.013 0.855 -0.15
P -0.316046 -0.572312 0.489968 -0.374 1.960 0.315 0.15
Cl 0.339478 -2.414371 0.173746 0.069 -1.922 -0.483 -0.20
P 0.870634 0.382481 -1.145255 -0.078 -1.399 -0.143 -0.08
P 2.682053 -0.112594 0.101316 -0.011 1.181 -0.278 0.22
S 3.364565 1.674144 0.374303 0.322 -0.442 0.189 -0.26
H -2.380544 0.935022 0.089478 -0.180 0.329 0.550 0.10
H -2.854142 -1.123027 0.869826 0.230 1.290 -1.339 0.10
H 0.667204 1.610556 -0.575620 0.029 1.017 0.333 0.10

---

No. 5
22
Properties=species:S:1:pos:R:3:forces:R:3:mulliken_charge:R:1 method="wB97M-V/def2-TZVPD" de_lowest_kj_mol=114.2 e_tot_ev=-12007.71312 e_homo_ha=-0.16422 molar_mass_g_mol=124.2 charge=-1 orbital_gap_ev=8.1
C 2.776064 -0.116236 0.924921 0.461 0.695 0.727 -1.03
N 1.343601 0.072947 0.694742 1.409 -1.202 -1.613 -0.20
C 1.288008 0.700591 -0.627421 -0.185 1.218 -0.677 -0.61
C 0.784235 -1.315846 0.618353 -0.626 1.093 0.877 -0.47
C -0.692653 -1.318530 0.245976 0.554 -0.345 -0.439 -0.71
O -0.896649 -1.328631 -1.162429 -0.369 0.333 1.064 -0.62
H 2.963170 -0.778374 1.782848 -0.042 0.090 -0.297 0.32
H 3.299394 -0.466266 0.028356 -0.051 -0.604 -0.051 0.37
H 3.281174 0.839638 1.125249 -0.327 0.023 0.218 0.32
H 0.257782 0.905059 -0.910718 0.074 0.026 -0.036 -0.06
H 1.888308 1.622758 -0.684025 -0.485 0.306 0.866 0.36
H 1.786965 0.221943 -1.487289 -0.310 -1.172 0.365 0.33
H 0.882759 -1.654186 1.654798 -0.047 -0.362 -0.059 0.42
H 1.352519 -1.978167 -0.029998 0.271 -0.057 -0.348 0.34
H -1.138520 -2.205549 0.711277 -0.148 -0.117 -0.034 0.34
H -1.113767 -0.437693 0.738028 -0.347 0.042 -0.277 0.39
H -4.845693 1.702188 -0.144433 -0.358 0.077 0.029 0.28
H -3.368911 1.605348 -0.178500 -0.078 -0.042 0.100 0.49
O -4.106278 2.108083 0.310260 0.282 -0.222 -0.162 -0.71
H -1.555388 -0.540183 -1.283364 0.278 0.165 -0.180 0.39
H -1.827054 1.583854 -1.130587 0.064 -0.351 -0.267 0.17
O -2.359066 0.777252 -1.196045 -0.018 0.407 0.195 -1.13

---

No. 6
58
Properties=species:S:1:pos:R:3:forces:R:3:mulliken_charge:R:1 method="wB97M-V/def2-TZVPD" de_lowest_kj_mol=19.6 e_tot_ev=-104344.34561 e_homo_ha="-0.52590 / -0.52036" spin_multiplicity=6 molar_mass_g_mol=594.3 charge=+2 orbital_gap_ev="8.5 / 6.6"
Fe 0.119974 0.112857 -0.044052 0.246 -0.220 0.077 1.84
F 0.615712 2.112409 0.982367 0.019 -0.005 -0.113 -0.36
P -0.694769 2.073694 1.999378 0.045 -0.281 -0.369 1.33
F -1.085209 3.532148 1.641939 -0.010 0.042 0.071 -0.31
F 0.189743 2.414125 3.232366 -0.064 -0.035 0.072 -0.33
F -2.011112 1.776525 2.831517 0.045 0.049 0.135 -0.36
F -0.289199 0.413289 2.151555 -0.052 0.069 0.173 -0.44
F -1.528905 1.504367 0.616632 0.240 -0.042 -0.373 -0.50
N -4.712099 -1.306744 2.572723 0.046 -0.016 0.024 -0.27
C -3.993899 -1.804304 1.352027 0.484 -0.104 -0.491 -0.73
C -2.601479 -1.160295 1.268883 -0.202 0.006 0.180 -0.58
N -1.921438 -1.346817 -0.016644 0.322 0.369 -0.047 -0.58
H -5.648833 -1.710477 2.646767 -0.032 0.016 0.027 0.38
H -4.804862 -0.287110 2.553690 -0.029 0.021 0.028 0.34
H -4.200790 -1.548839 3.425609 -0.028 0.012 0.039 0.36
H -4.590820 -1.543993 0.478584 -0.132 0.038 0.114 0.42
H -3.924877 -2.889365 1.414936 -0.154 0.005 0.087 0.40
H -1.960292 -1.574450 2.048103 -0.004 0.116 0.045 0.36
H -2.697566 -0.086678 1.438884 0.050 -0.144 0.064 0.32
H -2.487913 -0.974239 -0.773598 -0.011 -0.075 -0.022 0.28
H -1.759497 -2.330657 -0.209419 0.073 0.028 -0.051 0.24
O 4.997937 5.213834 -6.961394 -0.248 0.193 -0.056 -0.45
S 5.307177 3.802770 -6.924088 1.153 -0.379 0.351 1.11
O 5.682010 3.240287 -5.662460 -0.002 0.109 -0.098 -0.50
O 5.770930 3.156499 -8.115836 -0.126 0.047 -0.082 -0.48
C 3.390711 3.309542 -7.024518 -1.529 -0.070 -0.061 0.37
N 2.772867 3.542469 -8.135565 0.436 0.206 -0.223 -0.39
C 1.472288 3.273748 -8.132033 0.028 -0.098 0.096 -0.47
C 0.849655 2.764415 -6.995093 -0.102 -0.087 0.191 -0.55
C 1.634486 2.543246 -5.871491 0.086 0.133 -0.560 0.36
N 2.938097 2.846881 -5.912770 0.409 0.005 0.281 -0.29
C 1.168986 1.975917 -4.585439 -0.050 -0.088 0.246 1.36
C 2.031725 2.014565 -3.488862 -0.083 -0.046 -0.050 -0.88
C 1.626638 1.453157 -2.297433 0.042 0.062 -0.050 -0.44
N 0.433177 0.859677 -2.146120 -0.102 -0.300 1.108 -0.14
C -0.397961 0.835149 -3.190673 -0.138 -0.042 -0.072 -0.52
C -0.078301 1.377871 -4.420307 0.089 0.018 0.101 -0.84
H 0.934091 3.471965 -9.049870 -0.050 -0.020 0.024 0.45
H -0.211947 2.565216 -7.003556 -0.004 0.014 -0.019 0.37
H 3.005614 2.472955 -3.587488 0.015 -0.007 0.031 0.60
H 2.267629 1.472636 -1.423760 0.055 0.043 -0.041 0.52
H -1.356976 0.359058 -3.031892 -0.009 0.007 -0.057 0.44
H -0.798296 1.312904 -5.222973 0.022 0.000 -0.027 0.31
C 3.796212 -2.131692 3.593312 -0.070 0.080 0.095 -1.26
C 3.175742 -1.889940 2.266420 -0.027 -0.068 -0.271 0.88
C 3.449002 -2.452484 1.028590 -0.011 0.032 0.022 -1.19
C 2.545902 -1.881068 0.132161 0.101 -0.058 0.156 0.61
N 1.757409 -1.019369 0.785700 -0.923 0.513 -0.861 0.03
N 2.153538 -1.039690 2.075298 0.116 -0.016 0.218 -0.16
C 2.401524 -2.083552 -1.339182 0.065 0.114 0.180 -1.20
H 4.665429 -2.773564 3.483335 0.020 0.022 0.012 0.34
H 3.088659 -2.624605 4.261360 0.023 -0.011 0.011 0.32
H 4.104572 -1.195894 4.059551 0.042 -0.015 0.003 0.36
H 4.210810 -3.181479 0.814276 0.009 -0.007 -0.014 0.43
H 1.722434 -0.424210 2.747493 -0.036 -0.006 -0.044 0.16
H 2.754639 -3.070058 -1.627812 -0.083 -0.028 -0.035 0.40
H 2.999153 -1.346224 -1.877796 -0.016 -0.024 -0.054 0.25
H 1.356422 -1.967489 -1.637450 0.047 -0.077 -0.119 0.23